(1)
{
  "formula": "C10H25F3KN3O7S",
  "method": "ωB97M-V/def2-TZVPD",
  "orbital_gap_ev": 5.022,
  "total_charge": 2,
  "multiplicity": 1,
  "molar_mass_g_mol": 427.5,
  "symbols": ["K", "O", "H", "C", "C", "O", "N", "H", "H", "C", "H", "H", "H", "H", "H", "H", "C", "C", "O", "N", "H", "H", "C", "H", "H", "H", "H", "H", "H", "C", "C", "O", "N", "H", "H", "C", "H", "H", "H", "H", "H", "H", "C", "F", "F", "F", "S", "O", "O", "O"],
  "coordinates": [[-1.75, -1.89, -4.48], [-0.86, 0.18, -0.18], [-0.04, -0.30, -0.40], [3.35, 3.06, -1.20], [4.29, 2.81, -0.01], [5.46, 3.29, 0.12], [3.56, 2.09, 1.12], [2.90, 2.77, 1.49], [2.98, 1.55, 0.50], [4.45, 1.45, 2.24], [3.86, 3.71, -1.92], [2.51, 3.63, -0.81], [2.84, 2.24, -1.70], [3.69, 1.27, 3.00], [5.32, 2.04, 2.53], [4.77, 0.57, 1.67], [-0.45, -7.03, 1.85], [-1.27, -5.96, 1.09], [-1.53, -6.17, -0.10], [-1.68, -4.70, 1.81], [-1.22, -4.65, 2.71], [-1.43, -3.93, 1.20], [-3.16, -4.82, 2.09], [-1.00, -7.56, 2.62], [0.37, -6.58, 2.42], [-0.03, -7.77, 1.17], [-3.42, -4.00, 2.75], [-3.22, -5.68, 2.75], [-3.59, -4.91, 1.09], [-4.59, 6.62, 1.35], [-4.27, 5.41, 0.48], [-3.46, 5.60, -0.37], [-5.10, 4.12, 0.64], [-4.44, 3.36, 0.57], [-5.66, 4.11, 1.48], [-5.92, 3.80, -0.68], [-3.76, 7.32, 1.43], [-4.66, 6.12, 2.31], [-5.54, 7.12, 1.13], [-6.90, 4.20, -0.95], [-6.04, 2.73, -0.56], [-5.21, 3.99, -1.49], [5.25, -1.90, -4.62], [4.20, -1.39, -5.21], [5.95, -2.70, -5.47], [5.99, -0.88, -4.16], [4.68, -2.94, -3.08], [3.46, -2.28, -2.65], [4.59, -4.35, -3.54], [5.74, -2.76, -2.05]],
  "nbo_charge": [0.9935, -1.3804, 0.3923, -0.7530, 0.6923, -0.4255, -0.5851, 0.4377, 0.4563, -0.3891, 0.2857, 0.2444, 0.2817, 0.2315, 0.2700, 0.2496, -0.7415, 0.6938, -0.4380, -0.5686, 0.4448, 0.4660, -0.4084, 0.2655, 0.2522, 0.2931, 0.2489, 0.2340, 0.2547, -0.7165, 0.7003, -0.4214, -0.5910, 0.4617, 0.4531, -0.4150, 0.2838, 0.2198, 0.2736, 0.2701, 0.2293, 0.2509, 0.7271, -0.3275, -0.3190, -0.3271, 2.2572, -1.0353, -0.9739, -0.9988]
}

(2)
{
  "formula": "C10H25N4O",
  "method": "ωB97M-V/def2-TZVPD",
  "orbital_gap_ev": 10.286,
  "total_charge": 1,
  "multiplicity": 1,
  "molar_mass_g_mol": 217.3,
  "relative_energy_kj_mol": 334.7,
  "symbols": ["C", "C", "C", "C", "C", "C", "C", "C", "C", "C", "N", "N", "N", "N", "O", "H", "H", "H", "H", "H", "H", "H", "H", "H", "H", "H", "H", "H", "H", "H", "H", "H", "H", "H", "H", "H", "H", "H", "H", "H"],
  "coordinates": [[-1.75, 0.46, -0.79], [-1.30, 1.17, 3.62], [1.53, 1.40, -2.63], [2.71, -0.76, -0.35], [-0.73, -2.10, -1.59], [-1.21, -2.21, 0.93], [-0.30, 0.85, 2.50], [0.94, 1.80, -1.28], [1.86, 0.32, 0.41], [-0.53, 0.30, 0.14], [-1.57, 0.45, -2.08], [-0.93, 0.43, 1.35], [0.68, 0.72, -0.30], [-0.43, -1.65, -0.22], [-2.85, 0.48, -0.27], [-1.74, 0.22, 3.85], [-1.01, 1.63, 4.48], [-2.26, 1.52, 3.25], [0.97, 0.40, -2.97], [1.58, 2.34, -3.26], [2.53, 1.08, -2.55], [3.26, -0.09, -1.11], [3.45, -1.14, 0.36], [2.10, -1.56, -0.85], [-1.71, -1.77, -1.98], [0.04, -1.69, -2.15], [-0.87, -3.12, -1.72], [-2.24, -1.83, 0.96], [-1.31, -3.25, 0.88], [-0.73, -1.92, 1.86], [0.35, 1.74, 2.39], [0.36, 0.04, 2.95], [1.69, 2.59, -0.82], [-0.05, 2.43, -1.23], [1.51, -0.06, 1.40], [2.48, 1.21, 0.59], [-0.79, 0.62, -2.65], [-2.38, 0.65, -2.53], [-1.90, 0.19, 1.38], [0.57, -1.89, 0.07]],
  "nbo_charge": [0.6367, -0.6120, -0.6313, -0.6289, -0.4203, -0.4281, -0.2204, -0.2300, -0.2150, 0.5408, -0.7813, -0.5984, -0.5054, -0.5320, -0.5994, 0.2058, 0.2387, 0.2221, 0.1836, 0.2569, 0.2257, 0.2217, 0.2386, 0.1955, 0.2289, 0.2034, 0.2173, 0.2178, 0.2199, 0.2116, 0.2157, 0.1846, 0.2214, 0.2244, 0.1984, 0.2169, 0.4139, 0.4104, 0.4427, 0.4093]
}

(3)
{
  "formula": "C10H26BrCrN2O3",
  "method": "ωB97M-V/def2-TZVPD",
  "orbital_gap_ev": [5.669, 6.302],
  "total_charge": 1,
  "s_squared": 6.03,
  "multiplicity": 5,
  "molar_mass_g_mol": 354.2,
  "symbols": ["Cr", "Br", "C", "O", "C", "C", "N", "C", "C", "O", "C", "H", "H", "H", "H", "H", "H", "H", "H", "H", "H", "H", "H", "H", "H", "H", "C", "C", "C", "O", "C", "N", "H", "H", "H", "H", "H", "H", "H", "H", "H", "H", "H"],
  "coordinates": [[2.39, 0.80, 0.83], [0.44, -0.48, -0.42], [-0.51, 2.11, 4.54], [0.61, 1.37, 4.07], [0.45, 0.01, 3.82], [1.88, -0.67, 3.67], [2.45, -0.74, 2.33], [3.81, -1.20, 2.33], [4.28, -1.51, 0.89], [4.15, -0.31, 0.12], [4.47, -0.47, -1.18], [-0.91, 2.72, 3.72], [-0.44, 2.83, 5.35], [-1.39, 1.48, 4.71], [-0.17, -0.08, 2.94], [-0.16, -0.45, 4.60], [1.83, -1.64, 4.16], [2.60, -0.23, 4.35], [1.97, -1.52, 1.90], [3.89, -2.08, 2.97], [4.52, -0.60, 2.90], [3.86, -2.34, 0.33], [5.32, -1.83, 0.83], [4.49, 0.44, -1.78], [3.76, -1.15, -1.65], [5.45, -0.94, -1.09], [-3.59, 2.02, -2.62], [-4.02, 1.31, -3.90], [-3.23, -0.03, -4.03], [-3.28, -0.77, -2.83], [-2.21, -1.60, -2.67], [-5.46, 0.96, -3.84], [-4.02, 3.01, -2.49], [-2.52, 2.22, -2.57], [-3.93, 1.48, -1.73], [-3.80, 1.79, -4.85], [-2.28, 0.29, -4.47], [-3.68, -0.65, -4.81], [-1.19, -1.24, -2.68], [-2.27, -2.47, -3.32], [-2.32, -2.20, -1.77], [-5.56, 0.42, -2.99], [-5.67, 1.93, -3.67]],
  "mulliken_spin": [4.0934, -0.0068, 0.0025, 0.0052, 0.0187, -0.0267, -0.0920, -0.0439, 0.0172, 0.0106, -0.0022, -0.0005, 0.0002, 0.0006, 0.0066, 0.0045, -0.0035, -0.0120, 0.0274, 0.0057, -0.0070, -0.0054, 0.0005, 0.0003, 0.0038, 0.0014, 0.0000, 0.0000, 0.0001, 0.0002, -0.0007, 0.0000, 0.0000, 0.0002, 0.0000, 0.0000, 0.0000, 0.0000, 0.0018, -0.0003, 0.0003, 0.0000, 0.0000]
}

(4)
{
  "formula": "C10H26ClO4P2",
  "method": "ωB97M-V/def2-TZVPD",
  "orbital_gap_ev": 8.930,
  "total_charge": 1,
  "multiplicity": 1,
  "molar_mass_g_mol": 307.7,
  "symbols": ["C", "C", "C", "C", "O", "P", "C", "C", "C", "O", "C", "P", "O", "Cl", "H", "H", "H", "H", "H", "H", "H", "H", "H", "H", "H", "H", "H", "H", "H", "H", "H", "H", "H", "H", "C", "C", "O", "H", "H", "H", "H", "H", "H"],
  "coordinates": [[4.25, -0.02, 2.12], [3.19, 0.39, 1.10], [2.08, -0.65, 0.98], [1.03, -0.19, -0.01], [-0.26, -0.86, 0.31], [-1.68, -0.29, 0.04], [-2.79, -0.98, 1.27], [-4.20, -1.30, 0.75], [-5.20, -0.21, 1.09], [-6.44, -0.62, 0.59], [-7.46, 0.35, 0.76], [-2.04, 1.92, 0.00], [-0.85, 2.29, -1.04], [-1.19, 2.23, 1.84], [3.81, -0.16, 3.11], [4.72, -0.97, 1.83], [5.03, 0.73, 2.20], [2.75, 1.34, 1.38], [3.65, 0.51, 0.11], [2.49, -1.61, 0.67], [1.60, -0.81, 1.95], [0.87, 0.89, 0.05], [1.27, -0.46, -1.03], [-2.13, -0.73, -1.21], [-2.83, -0.27, 2.11], [-2.27, -1.86, 1.65], [-4.21, -1.45, -0.33], [-4.53, -2.24, 1.19], [-5.24, -0.07, 2.18], [-4.89, 0.75, 0.65], [-7.41, 1.12, -0.01], [-7.40, 0.82, 1.75], [-8.42, -0.17, 0.68], [-0.57, 3.21, -1.03], [5.62, -0.17, -3.78], [4.92, -0.24, -2.43], [3.96, 0.80, -2.26], [6.11, 0.80, -3.91], [6.37, -0.95, -3.86], [4.90, -0.31, -4.59], [5.64, -0.09, -1.62], [4.45, -1.22, -2.29], [3.31, 0.73, -2.98]],
  "nbo_charge": [-0.6028, -0.4020, -0.4283, -0.0400, -0.8016, 1.3278, -0.7711, -0.4210, -0.0506, -0.5323, -0.2522, 0.9297, -0.9932, -0.2745, 0.2049, 0.2079, 0.2234, 0.1921, 0.2309, 0.2173, 0.2155, 0.1945, 0.2035, -0.0153, 0.2697, 0.2892, 0.2177, 0.2480, 0.1709, 0.1503, 0.1744, 0.1722, 0.2088, 0.5314, -0.6360, -0.0649, -0.7338, 0.2202, 0.2238, 0.2005, 0.1820, 0.1524, 0.4605]
}

(5)
{
  "formula": "C10H26LiN5O2Sb",
  "method": "ωB97M-V/def2-TZVPD",
  "orbital_gap_ev": 8.225,
  "total_charge": 1,
  "multiplicity": 1,
  "molar_mass_g_mol": 377.1,
  "relative_energy_kj_mol": 0.0,
  "symbols": ["Li", "N", "N", "C", "N", "N", "N", "O", "O", "H", "H", "H", "H", "H", "C", "C", "C", "Sb", "C", "C", "C", "C", "C", "C", "H", "H", "H", "H", "H", "H", "H", "H", "H", "H", "H", "H", "H", "H", "H", "H", "H", "H", "H", "H", "H"],
  "coordinates": [[10.66, 5.99, 7.62], [8.90, 4.44, 7.55], [7.99, 5.01, 6.63], [8.03, 6.34, 6.28], [7.07, 6.77, 5.44], [9.07, 6.99, 6.86], [9.40, 8.29, 6.56], [10.46, 8.66, 7.01], [8.70, 9.02, 5.87], [8.98, 3.45, 7.28], [8.60, 4.53, 8.49], [7.07, 4.65, 6.50], [6.36, 6.15, 5.04], [7.04, 7.79, 5.32], [16.24, 6.66, 7.05], [15.08, 5.98, 7.74], [15.34, 4.52, 7.87], [13.22, 6.25, 6.72], [13.37, 4.91, 5.00], [12.18, 5.34, 4.10], [14.71, 4.91, 4.27], [13.36, 8.12, 5.75], [13.62, 9.20, 6.82], [14.29, 8.23, 4.55], [17.18, 6.70, 7.68], [15.93, 7.69, 6.90], [16.48, 6.16, 6.11], [14.94, 6.43, 8.75], [15.47, 4.00, 6.90], [14.50, 4.01, 8.42], [16.26, 4.35, 8.43], [13.24, 3.91, 5.37], [12.15, 6.40, 3.83], [11.27, 5.13, 4.63], [12.26, 4.76, 3.20], [14.97, 5.91, 4.00], [14.71, 4.25, 3.41], [15.49, 4.58, 4.93], [12.34, 8.32, 5.34], [14.64, 9.28, 7.17], [12.98, 9.14, 7.66], [13.32, 10.12, 6.35], [15.29, 7.97, 4.79], [14.28, 9.31, 4.29], [13.87, 7.69, 3.73]],
  "nbo_charge": [0.8036, -0.6710, -0.4300, 0.6362, -0.7766, -0.5851, 0.6312, -0.3826, -0.4032, 0.3982, 0.3767, 0.3855, 0.4289, 0.4614, -0.6309, -0.4986, -0.6302, 0.9044, -0.4779, -0.6282, -0.6304, -0.5230, -0.6331, -0.6261, 0.2252, 0.2067, 0.2113, 0.2284, 0.2079, 0.2040, 0.2266, 0.2128, 0.2069, 0.1914, 0.2230, 0.2128, 0.2176, 0.2071, 0.2266, 0.2098, 0.2170, 0.2232, 0.2128, 0.2186, 0.2112]
}

What did the third record say?
{
  "formula": "C10H26BrCrN2O3",
  "method": "ωB97M-V/def2-TZVPD",
  "orbital_gap_ev": [5.669, 6.302],
  "total_charge": 1,
  "s_squared": 6.03,
  "multiplicity": 5,
  "molar_mass_g_mol": 354.2,
  "symbols": ["Cr", "Br", "C", "O", "C", "C", "N", "C", "C", "O", "C", "H", "H", "H", "H", "H", "H", "H", "H", "H", "H", "H", "H", "H", "H", "H", "C", "C", "C", "O", "C", "N", "H", "H", "H", "H", "H", "H", "H", "H", "H", "H", "H"],
  "coordinates": [[2.39, 0.80, 0.83], [0.44, -0.48, -0.42], [-0.51, 2.11, 4.54], [0.61, 1.37, 4.07], [0.45, 0.01, 3.82], [1.88, -0.67, 3.67], [2.45, -0.74, 2.33], [3.81, -1.20, 2.33], [4.28, -1.51, 0.89], [4.15, -0.31, 0.12], [4.47, -0.47, -1.18], [-0.91, 2.72, 3.72], [-0.44, 2.83, 5.35], [-1.39, 1.48, 4.71], [-0.17, -0.08, 2.94], [-0.16, -0.45, 4.60], [1.83, -1.64, 4.16], [2.60, -0.23, 4.35], [1.97, -1.52, 1.90], [3.89, -2.08, 2.97], [4.52, -0.60, 2.90], [3.86, -2.34, 0.33], [5.32, -1.83, 0.83], [4.49, 0.44, -1.78], [3.76, -1.15, -1.65], [5.45, -0.94, -1.09], [-3.59, 2.02, -2.62], [-4.02, 1.31, -3.90], [-3.23, -0.03, -4.03], [-3.28, -0.77, -2.83], [-2.21, -1.60, -2.67], [-5.46, 0.96, -3.84], [-4.02, 3.01, -2.49], [-2.52, 2.22, -2.57], [-3.93, 1.48, -1.73], [-3.80, 1.79, -4.85], [-2.28, 0.29, -4.47], [-3.68, -0.65, -4.81], [-1.19, -1.24, -2.68], [-2.27, -2.47, -3.32], [-2.32, -2.20, -1.77], [-5.56, 0.42, -2.99], [-5.67, 1.93, -3.67]],
  "mulliken_spin": [4.0934, -0.0068, 0.0025, 0.0052, 0.0187, -0.0267, -0.0920, -0.0439, 0.0172, 0.0106, -0.0022, -0.0005, 0.0002, 0.0006, 0.0066, 0.0045, -0.0035, -0.0120, 0.0274, 0.0057, -0.0070, -0.0054, 0.0005, 0.0003, 0.0038, 0.0014, 0.0000, 0.0000, 0.0001, 0.0002, -0.0007, 0.0000, 0.0000, 0.0002, 0.0000, 0.0000, 0.0000, 0.0000, 0.0018, -0.0003, 0.0003, 0.0000, 0.0000]
}